Record 1
14
Properties=species:S:1:pos:R:3:forces:R:3 method="wB97M-V/def2-TZVPD" homo_energy_ev="0.4 / -3.6" multiplicity=2 total_charge=-1 homo_lumo_gap_ev="3.81 / 7.64" s2=0.753 relative_energy_kj_mol=115.7
O -1.5230 -2.7663 -0.4905 0.5 -0.5 0.7
C -0.7610 -2.0268 0.1513 -2.3 -0.3 -2.4
N -0.8570 -0.7042 -0.0991 0.7 0.1 1.8
C -0.3009 0.3007 0.7985 0.5 -1.0 1.5
C 0.4546 1.4372 0.1226 0.7 -1.2 -2.1
C 1.2752 0.8858 -1.1113 0.9 0.8 3.0
O 0.8090 0.5964 -2.2205 -1.0 -0.2 -1.4
H -0.0792 -2.5109 0.8436 0.6 0.8 0.4
H -1.6852 -0.4790 -0.6229 0.1 0.0 -0.4
H -1.0170 0.5525 1.6006 -0.7 0.8 -0.6
H 0.3535 -0.2788 1.4809 0.5 0.3 -0.8
H -0.2225 2.1602 -0.3498 -0.3 0.3 0.5
H 1.1944 1.8778 0.8006 -0.4 0.2 0.1
H 2.3589 0.9554 -0.9041 0.2 0.0 -0.3



Record 2
69
Properties=species:S:1:pos:R:3:forces:R:3 method="wB97M-V/def2-TZVPD" homo_energy_ev="-14.2 / -14.2" multiplicity=3 total_charge=+2 homo_lumo_gap_ev="6.24 / 4.86" s2=2.295
W 0.4013 -1.2608 1.0569 -2.9 0.3 -3.5
C 2.0229 2.0032 2.1447 0.1 0.4 -0.3
C 1.3817 0.6961 2.5367 -1.0 -0.5 -0.1
C -0.0769 0.5213 2.5535 1.2 0.4 1.6
C -0.9382 1.7480 2.4033 -0.4 -0.4 0.2
C -0.6221 -0.6369 3.2188 0.3 0.9 0.1
C -2.0296 -0.5833 3.7527 -0.7 -0.8 -0.9
C 0.2047 -1.7725 3.4242 0.2 -0.1 -0.1
C -0.3597 -3.0641 4.0038 0.4 0.7 0.0
C 1.6316 -1.6547 3.2358 -0.5 0.3 0.3
C 2.4482 -2.8242 3.6954 1.0 -0.6 -0.9
C 2.2010 -0.3798 2.9230 0.1 -1.3 -0.2
C 3.6951 -0.2703 2.9358 0.6 0.5 -0.9
H 2.5340 2.5710 2.9641 -0.5 -0.9 -0.3
H 1.2853 2.6916 1.7314 0.2 -0.1 -0.1
H 2.7943 1.7950 1.3886 -0.2 0.3 0.1
H -0.8810 2.3847 3.3228 -0.1 -0.5 -0.8
H -1.9527 1.3792 2.2604 -0.1 0.5 -0.1
H -0.6795 2.3285 1.5260 0.0 0.1 0.1
H -2.7254 -1.0906 3.0143 0.6 0.6 0.8
H -2.3642 0.4599 3.8860 0.1 -0.8 0.2
H -2.0733 -1.1626 4.6936 -0.1 0.6 -0.4
H 0.1103 -3.2694 4.9834 -0.4 0.2 -0.3
H -0.0920 -3.9090 3.3793 -0.1 -0.1 -0.2
H -1.4394 -2.9752 4.0743 0.1 -0.4 0.1
H 2.3934 -2.9045 4.7802 -0.2 -0.1 0.1
H 3.5323 -2.7525 3.4685 -0.8 0.1 -0.1
H 2.0811 -3.7649 3.2265 0.2 0.6 0.5
H 4.1261 -0.8870 2.1011 -0.3 0.6 0.7
H 4.1273 -0.6273 3.8648 -0.1 -0.2 0.1
H 4.0338 0.7771 2.8152 -0.2 -0.7 0.0
S 2.3070 -0.8784 -0.3646 0.4 -0.3 -0.2
C 2.2178 0.0072 -1.8823 -0.1 0.1 0.4
C 3.3855 0.0101 -2.6481 0.4 0.3 -0.5
C 3.4881 0.8858 -3.7293 0.6 -0.1 0.2
C 2.4665 1.7750 -4.0271 -0.6 -0.6 0.8
C 1.2406 1.6697 -3.3528 -0.4 -0.4 0.2
C 1.1181 0.7886 -2.2874 -0.2 -0.5 0.8
As -0.4814 0.3712 -1.2144 -0.6 1.5 -1.8
C -1.3917 -0.8318 -2.4581 0.1 0.2 0.4
C -0.6702 -1.4567 -3.4688 0.0 0.2 0.4
C -1.3356 -2.2263 -4.4143 -0.1 -0.2 0.2
C -2.7247 -2.3612 -4.3513 0.4 0.2 0.3
C -3.4226 -1.7173 -3.3268 -0.6 -0.2 -0.2
C -2.7743 -0.9632 -2.3627 0.3 -0.2 -0.3
C -1.4726 2.1176 -1.7084 0.5 0.9 0.9
C -1.3131 3.2968 -0.9181 0.0 -1.0 -0.2
C -2.1337 4.4082 -1.1482 1.2 -0.1 0.6
C -3.0136 4.4408 -2.2110 -0.2 -0.9 0.1
C -3.0714 3.3428 -3.0610 0.0 -0.3 -0.6
C -2.2610 2.2134 -2.8626 -0.4 -0.6 0.8
H 4.2027 -0.6481 -2.3883 0.1 0.0 0.0
H 4.4099 0.9154 -4.3070 -0.2 0.0 0.2
H 2.5549 2.5560 -4.7445 0.3 0.2 -0.7
H 0.3820 2.2286 -3.7329 0.3 0.0 0.4
H 0.4086 -1.3359 -3.4615 -0.1 -0.2 -0.4
H -0.7411 -2.7596 -5.1391 -0.1 0.0 -0.3
H -3.2603 -2.9877 -5.0598 0.1 0.2 0.1
H -4.5094 -1.8201 -3.2833 0.3 0.0 0.0
H -3.3253 -0.4847 -1.5684 -0.1 0.0 0.1
H -0.5140 3.3353 -0.1529 -0.8 0.0 -0.4
H -2.0320 5.2540 -0.4661 -0.1 -0.1 -0.3
H -3.7041 5.2545 -2.3014 -0.1 0.3 -0.3
H -3.7977 3.2941 -3.8873 0.5 0.2 0.4
H -2.3397 1.3603 -3.5336 -0.1 0.2 0.1
O -1.2190 -4.1370 -0.5723 1.2 1.5 3.4
N -0.7145 -3.6254 0.3931 -0.1 -2.9 -4.5
O -1.4173 -1.5162 0.4953 3.6 0.3 1.7
O 0.6880 -3.3421 0.1424 -2.0 2.7 2.2



Record 3
34
Properties=species:S:1:pos:R:3:forces:R:3 method="wB97M-V/def2-TZVPD" homo_energy_ev=-9.2 total_charge=-1 homo_lumo_gap_ev=11.13 relative_energy_kj_mol=203.8
As -0.5914 -1.2198 -1.3177 -0.2 -0.7 -0.3
F -0.8671 -2.1377 0.2163 0.3 0.7 -1.6
F 0.9284 -2.1086 -1.6957 -1.4 0.4 0.9
F -0.2140 -0.3170 -2.7884 -0.6 -0.2 0.7
F -2.1158 -0.3192 -1.1101 1.1 -0.4 0.1
F 0.2776 -0.0133 -0.3388 -0.5 -0.8 -0.7
F -1.5848 -2.4218 -2.2550 1.3 1.0 1.0
O -0.0992 -6.6932 3.4660 0.0 -0.3 0.0
H 0.3661 -6.3927 4.2467 0.1 0.1 0.2
H -0.4673 -5.8963 3.0844 -0.1 0.2 -0.2
O 2.2402 5.0829 1.2949 0.1 0.2 -0.1
H 2.3489 5.2588 2.2295 0.0 0.1 0.2
H 2.0091 4.1551 1.2506 -0.1 -0.3 -0.1
O 1.6105 -4.5237 -6.7416 0.0 0.0 -0.3
H 0.9088 -4.7122 -6.1185 -0.2 0.1 0.2
H 2.3731 -4.9835 -6.3905 0.2 -0.1 0.1
O 1.5056 3.9208 -6.0277 0.0 0.2 -0.3
H 2.0831 4.2612 -5.3445 0.1 0.1 0.2
H 1.1305 3.1251 -5.6504 -0.1 -0.3 0.1
O 5.9588 0.0818 0.1430 0.3 0.1 -0.1
H 5.2704 -0.5400 -0.0931 -0.3 -0.1 -0.1
H 5.8819 0.1758 1.0925 0.0 0.0 0.2
O -1.2057 2.2269 5.0956 0.2 0.1 0.0
H -1.5835 1.7791 5.8526 -0.1 -0.2 0.2
H -1.9511 2.6523 4.6717 -0.1 0.1 -0.2
O 3.4175 -0.3791 5.3536 0.1 -0.2 0.1
H 4.1382 0.2292 5.5173 0.2 0.1 0.0
H 2.6715 0.1832 5.1448 -0.3 0.1 -0.1
O -4.2259 4.4268 -1.1504 -0.1 0.2 -0.1
H -4.0588 3.4843 -1.1529 0.1 -0.3 -0.1
H -4.2365 4.6662 -0.2236 0.0 0.1 0.2
O -7.5125 -1.3406 -0.1602 -0.2 -0.2 0.0
H -6.6722 -1.0829 -0.5392 0.3 0.0 -0.1
H -7.7343 -0.6277 0.4389 -0.1 0.1 0.1